# C19H28CuF5O3Te

C19H28CuF5O3Te as an isolated structure at a distorted geometry (wB97M-V/def2-TZVPD, the Open Molecules 2025 dataset).

Last column: Mulliken spin population.
Cartesian coordinates (Å):
H (-0.360580, -3.141505, 0.434182)  0.001
O (-0.576260, -0.126447, -2.712556)  0.002
C (0.957645, 3.005413, -0.757270)  -0.001
H (-2.191712, -1.187153, -4.494345)  0.000
C (-0.711523, 1.100226, -3.542194)  0.000
H (1.977581, -1.743000, 0.198492)  0.002
H (1.048694, -2.490294, -3.274631)  0.000
H (-1.768979, 1.325068, -3.773589)  0.000
H (0.910760, -0.326982, -0.970937)  0.001
C (-0.124725, -0.818164, -3.923033)  0.000
H (0.335395, 3.763814, -1.231232)  0.000
C (-2.660383, 0.286485, 3.617077)  0.006
F (-0.779874, 2.563917, 4.135849)  0.001
H (1.936496, -0.907649, -3.290877)  0.000
F (2.434862, 0.490489, 3.953173)  0.001
H (1.548561, -1.758819, -4.818199)  0.000
H (1.069229, 0.801294, -4.821977)  0.000
H (-2.692888, 0.813889, 4.567979)  0.003
O (0.243641, 0.780833, 2.357606)  0.003
C (1.465102, -1.995687, 1.125275)  -0.029
H (2.160844, 3.066723, -2.612597)  0.000
H (-2.776890, -1.855798, 4.254439)  -0.003
C (1.982577, -1.816802, 2.428398)  0.149
H (1.302549, 3.405194, 0.197787)  0.000
C (-0.094825, -2.763139, 2.656923)  0.144
H (-0.630581, 1.521234, -1.115142)  0.000
Cu (-0.743938, -0.869424, 1.756713)  0.299
H (-0.929621, -3.311436, 3.082652)  -0.009
H (-0.109417, 1.655840, 0.611120)  0.008
C (1.194306, -1.537881, -3.798753)  0.000
C (0.181961, -2.637426, 1.235957)  0.080
C (0.215162, 1.701439, -0.436315)  -0.014
C (-1.234173, -1.720750, -4.448687)  0.000
F (1.632996, 2.959444, 3.076459)  0.000
C (0.021610, 0.485317, -4.735340)  0.000
C (-2.710331, -1.120081, 3.459637)  0.156
O (2.113574, 1.169072, -1.826673)  0.000
H (1.946980, 0.545167, 0.176025)  0.001
C (1.313678, 0.662117, -0.724043)  -0.004
C (-2.724637, -1.418432, 2.040554)  0.106
C (2.158444, 2.592709, -1.620993)  0.000
C (-2.703731, -0.137588, 1.330104)  -0.046
H (-0.987916, -2.070235, -5.458518)  0.000
C (-2.598329, 0.894862, 2.328276)  0.211
H (-2.518492, 1.956284, 2.119028)  0.004
H (-1.328604, -2.600112, -3.798822)  0.000
F (1.365590, 2.226349, 5.654603)  0.000
H (3.088108, 2.856293, -1.091423)  0.000
H (1.110691, -2.228806, 4.455567)  0.001
H (-2.929374, -0.005776, 0.277826)  0.005
C (1.013082, -2.230304, 3.376901)  -0.057
Te (0.800259, 1.494452, 3.974635)  -0.005
F (-0.045672, 0.071629, 4.961262)  0.000
H (2.981405, -1.449733, 2.645533)  -0.003
H (-2.873881, -2.386250, 1.585146)  -0.015
H (-0.212172, 1.979311, -3.093794)  0.000
H (-0.492247, 0.480826, -5.703243)  0.000

Forces on atoms 1 to 2 (eV/Å):
0.103 0.311 0.239
-0.029 0.961 -1.864

ΔE to the lowest compared entry with this formula, charge and spin = 0.0 kcal per mole
spin multiplicity = 2
charge = -1